Entry 1:
Computed, not measured: a molecular structure, C14H52LiN16O21 at a distorted geometry, with the ωB97M-V functional and the def2-TZVPD basis.

Structure (XYZ):
```
104
Properties=species:S:1:pos:R:3:forces:R:3
Li 4.1609 1.7552 -4.9114 -0.5 -0.2 0.9
C 0.8073 -1.3406 -0.7541 0.8 0.9 -2.1
C 1.1406 -0.3343 -1.6613 1.3 0.1 -0.5
C 1.2144 1.1454 -1.2248 -2.4 -0.5 1.9
O 1.5796 1.9731 -2.0672 0.6 0.7 0.3
C 0.6331 1.3814 0.1120 2.8 2.6 -5.2
C 0.2576 0.4096 0.9372 -1.2 0.2 4.6
C 0.3622 -1.0153 0.4784 -1.6 -4.7 3.8
O 0.0596 -2.0580 1.2424 0.4 3.4 -0.8
O -0.0961 0.7813 2.1304 0.1 -1.7 -1.4
O 1.5418 -0.5189 -2.8213 0.3 -0.7 -1.3
H 1.0166 -2.3737 -0.9891 -0.3 0.0 -0.1
H 0.7225 2.4093 0.4311 -0.3 0.1 0.4
C -6.0252 0.2667 5.8561 -5.5 -1.9 2.8
O -7.2363 -0.0453 6.0603 2.0 1.2 0.9
N -5.5832 0.2681 4.6740 2.1 0.1 -6.3
N -5.0437 0.4959 6.7107 1.3 0.6 2.5
H -4.5892 0.1457 4.5433 -0.3 0.1 -0.7
H -6.2205 0.0675 3.9165 0.3 -0.1 0.2
H -4.1803 0.7672 6.2623 0.0 0.2 1.0
H -5.2173 0.6519 7.6933 0.2 -0.1 -0.4
C -6.0195 2.3228 -1.1787 2.5 0.4 -0.2
O -6.6495 1.5063 -0.6051 -2.9 -2.2 1.0
N -6.0401 2.6387 -2.4916 -1.8 -0.3 -2.3
N -4.9571 2.9048 -0.6425 1.7 2.0 0.8
H -6.7543 2.1650 -3.0262 0.1 0.4 -0.1
H -5.6414 3.4854 -2.8714 -0.2 -0.3 0.2
H -4.5027 3.5099 -1.3114 0.8 0.0 1.1
H -4.6523 2.7704 0.3110 -0.1 0.1 -0.4
C 5.3547 -5.7883 -8.4503 1.4 0.4 0.4
O 6.5506 -5.9231 -8.6391 0.4 0.7 -0.3
N 4.6860 -4.7035 -8.0469 0.0 3.1 0.6
N 4.5046 -6.7682 -8.5665 -1.8 -3.3 -0.7
H 3.7348 -4.7491 -7.7104 0.3 0.1 -0.2
H 5.1384 -3.8005 -8.0380 0.0 -0.4 0.2
H 4.8802 -7.6406 -8.9100 -0.5 0.0 0.3
H 3.5323 -6.6018 -8.3496 0.3 -0.7 -0.4
C 3.5925 2.6192 7.7981 -0.1 0.0 -0.5
O 3.8264 2.6812 8.9493 0.8 0.0 4.3
N 3.2761 3.6545 7.0550 -0.7 2.6 -1.9
N 3.6122 1.5335 7.0599 0.3 -3.6 -1.9
H 2.9364 3.3660 6.1487 -0.4 1.3 0.1
H 3.0638 4.5318 7.5083 0.0 -0.3 -0.4
H 3.5786 1.6230 6.0545 0.0 -0.5 0.3
H 3.7414 0.6084 7.4441 0.1 0.5 0.0
C -5.1494 -3.9018 -2.9862 0.4 2.5 1.4
O -4.3860 -4.3355 -3.7577 3.1 -2.9 -3.3
N -4.8256 -2.8231 -2.2590 -0.1 0.8 0.6
N -6.3411 -4.3523 -2.7205 -4.9 -2.5 0.6
H -5.6483 -2.3411 -1.9258 1.0 0.9 0.3
H -3.9619 -2.4434 -2.6195 -0.4 0.9 0.5
H -7.1291 -3.7761 -2.4613 0.5 0.1 0.2
H -6.6257 -5.2860 -2.9802 0.4 0.3 -0.4
C 5.2008 -4.8060 3.3290 3.3 -1.3 -2.6
O 5.1101 -4.7659 2.1222 0.0 -0.2 -0.8
N 4.3631 -4.2652 4.1343 -4.5 2.1 3.1
N 6.2697 -5.3511 3.9876 0.2 -0.4 0.8
H 4.3687 -4.3571 5.1401 0.3 -0.1 -0.3
H 3.4514 -4.0336 3.7666 0.2 0.1 -0.2
H 7.1283 -5.6215 3.5295 -0.5 0.0 0.2
H 6.0732 -5.4754 4.9705 1.1 -0.3 -0.2
C -4.9551 -7.1051 3.4441 -0.1 -3.0 0.6
O -5.5517 -8.0240 3.9180 -2.7 -1.7 2.0
N -4.8403 -6.9265 2.1908 -0.7 0.9 -6.5
N -4.0697 -6.3882 4.0149 4.0 4.1 4.8
H -4.1881 -6.2044 1.9199 -0.8 -0.3 -1.1
H -5.4878 -7.4023 1.5788 0.5 0.3 -0.2
H -4.0342 -6.2754 5.0179 0.1 -0.2 -0.3
H -3.4151 -5.8506 3.4649 -0.2 0.1 0.6
C 5.3502 8.9380 -4.1059 3.2 -5.2 -8.1
O 5.9767 8.5342 -5.1583 -0.8 1.1 2.8
N 5.3217 10.1092 -3.6685 0.7 6.5 2.3
N 4.4853 8.2052 -3.4958 -2.9 -2.6 2.7
H 4.8915 10.1540 -2.7558 0.6 1.4 -0.2
H 5.8410 10.8487 -4.1196 -0.2 -0.1 0.4
H 4.3989 7.2004 -3.5511 0.0 0.5 -0.1
H 3.9221 8.7938 -2.8987 -0.7 -1.5 0.2
O 6.7882 2.4637 -2.7915 -0.3 -0.1 -0.4
H 6.9628 2.9645 -1.9947 -0.1 0.1 0.3
H 7.6415 2.3866 -3.2184 0.3 0.0 -0.1
O 1.1001 8.2750 3.6140 0.2 0.2 -0.1
H 0.9388 8.3057 4.5570 0.0 0.0 0.2
H 0.4461 7.6619 3.2785 -0.2 -0.2 -0.1
O -1.3038 7.8336 -0.5284 -0.1 0.1 -0.2
H -0.3929 8.1244 -0.4852 0.2 0.0 0.0
H -1.4810 7.4699 0.3391 -0.1 -0.2 0.3
O 0.4318 -7.4096 0.4377 -0.1 -0.3 -0.1
H 1.2235 -7.4032 0.9756 0.2 0.1 0.1
H 0.0036 -6.5756 0.6311 -0.1 0.3 0.0
O -0.0443 -4.3891 7.1485 0.2 -0.2 0.0
H -0.8719 -4.5008 7.6162 -0.2 -0.1 0.1
H -0.0016 -3.4523 6.9567 0.0 0.3 -0.2
O -0.9261 6.0954 -5.3688 0.2 0.1 -0.2
H -0.7361 6.1838 -4.4348 0.1 -0.1 0.3
H -1.8669 6.2573 -5.4388 -0.2 0.0 0.0
O 0.1754 -4.1466 -6.3400 0.2 -0.1 -0.4
H 0.5157 -3.5230 -5.6984 0.1 0.2 0.3
H -0.7546 -4.2258 -6.1278 -0.3 -0.1 0.1
O -2.2764 5.6055 3.2127 0.1 0.3 -0.1
H -1.9460 4.7116 3.3020 0.2 -0.4 -0.1
H -2.9771 5.6683 3.8617 -0.2 0.0 0.1
O -0.7279 1.7614 -8.1120 0.1 0.3 0.0
H -0.2455 1.0009 -7.7878 0.1 -0.2 0.2
H -1.3146 1.4066 -8.7799 -0.2 -0.1 -0.2
```
Positions in Å, forces in eV/Å.

Output
* net charge: -1
* E_tot: -82405.3641 eV
* multiplicity: 1
* maximum force: 10.19 eV/A


Entry 2:
Computed, not measured: 13 unconnected molecules or ions with the total composition C14H54N12O13 at a distorted geometry, with the ωB97M-V functional and the def2-TZVPD basis.

Structure (XYZ):
```
93
Properties=species:S:1:pos:R:3:forces:R:3
C 3.4007 0.0305 -3.7107 -0.8 -1.7 2.5
C 1.8825 0.2773 -3.5680 0.1 -0.3 -0.7
O 1.2579 -0.8517 -4.2677 -1.0 2.1 -1.6
H 3.6043 -1.0071 -3.2934 -0.4 1.2 -0.1
H 4.0400 0.6843 -3.1488 0.1 0.6 0.1
H 3.7604 -0.0978 -4.6848 0.1 0.5 -1.8
H 1.5076 1.2465 -3.9983 0.6 -0.7 0.1
H 1.4796 0.2918 -2.5314 0.8 -0.3 -0.4
H 0.8582 -0.4338 -5.0987 0.8 -1.3 1.7
C 1.5706 4.1507 -0.3861 7.3 1.0 2.2
O 2.9244 4.4483 -0.3672 -6.1 -1.2 -0.4
N 0.9883 3.7253 0.7166 -0.6 -0.9 1.8
N 0.7738 4.3059 -1.3904 -1.8 0.4 -5.6
H 1.6383 3.5767 1.5145 -1.3 0.0 -1.2
H 0.0181 3.3420 0.7270 1.3 0.7 0.0
H 1.2247 4.4794 -2.3097 0.0 0.0 1.3
H -0.2085 3.8948 -1.5618 2.7 0.6 1.7
C 2.2062 2.0609 3.3453 3.3 -4.7 -2.5
O 2.6470 0.9227 2.8323 -2.1 4.2 2.3
N 2.5932 3.2244 2.8490 3.6 1.7 -2.6
N 1.4644 2.1210 4.4065 -4.1 0.7 3.6
H 3.4089 3.1553 2.1812 -1.4 -0.1 0.8
H 2.5141 4.1991 3.1248 -0.5 -0.7 0.9
H 0.8997 2.9981 4.6512 1.5 -1.9 -0.6
H 1.0556 1.2534 4.7840 0.5 0.8 -0.5
C -6.1207 -0.6931 -0.1496 -1.7 -5.6 1.2
O -6.8526 -1.8572 0.1432 3.5 6.6 -1.8
N -4.8274 -0.7373 -0.4331 1.8 -2.0 -0.5
N -6.5032 0.5699 -0.1267 -5.6 2.4 0.3
H -4.5249 -1.7075 -0.5553 0.5 0.9 0.2
H -4.1799 0.0736 -0.4756 -0.8 -1.0 -0.2
H -7.5423 0.6843 -0.2176 1.4 -0.3 0.6
H -6.0825 1.3944 -0.5339 0.9 -0.8 -0.1
C -1.8848 2.3477 -2.0355 -4.5 -5.9 3.8
O -2.7654 1.7417 -1.1708 4.0 2.4 -3.4
N -1.7047 3.6183 -1.9551 -1.2 6.0 1.1
N -1.1233 1.7407 -2.9192 0.9 1.7 -1.5
H -2.1502 4.1411 -1.1561 0.5 -0.9 -1.6
H -1.3039 4.2041 -2.7066 -0.9 -0.7 0.5
H -1.1397 0.7660 -3.0900 -0.4 -1.6 -0.2
H -0.6401 2.3721 -3.5921 -0.4 -1.3 0.8
C 0.3553 -2.9650 2.5086 -4.3 -1.6 -4.5
O -0.5943 -3.1490 1.4880 4.8 0.6 5.3
N 1.0648 -3.9417 3.0477 1.5 -3.4 0.8
N 0.5941 -1.8255 3.0701 1.2 4.6 2.7
H 0.8722 -4.8484 2.5923 0.5 0.7 0.9
H 1.8152 -3.8705 3.8303 -2.1 0.0 -2.3
H 0.3242 -0.9870 2.5743 -0.3 -0.1 0.0
H 1.2264 -1.6412 3.9444 -1.6 -0.9 -2.7
C 0.7636 -3.8694 -1.6828 1.6 5.8 0.0
O 0.9961 -2.5252 -1.7379 -1.6 -4.9 0.2
N 0.0837 -4.4936 -0.7951 -2.5 1.9 2.3
N 1.3498 -4.6719 -2.4939 2.5 -4.0 -3.8
H -0.3512 -3.7858 -0.1700 -0.1 -1.5 0.9
H 0.0655 -5.4875 -0.8273 -0.5 -0.2 0.6
H 2.0355 -4.2652 -3.0687 0.8 0.5 -0.9
H 1.3493 -5.7420 -2.5316 -0.4 2.6 0.5
C -2.0555 -1.7103 -2.2069 -2.9 3.1 2.0
O -1.2751 -1.1148 -3.1469 -0.8 1.5 -1.9
H -3.0665 -1.8952 -2.5322 -0.2 -0.2 -0.9
H -2.2647 -1.0481 -1.2982 0.7 -0.6 -0.9
H -1.6565 -2.5660 -1.8728 1.5 -3.2 1.3
H -0.3805 -1.1151 -2.8660 1.8 -0.7 0.4
C 0.5793 0.2241 0.4578 -0.8 -0.4 -2.4
O -0.6919 -0.4630 0.6307 0.8 0.4 1.0
H 0.4876 0.4970 -0.6181 0.7 0.7 0.5
H 1.4507 -0.4850 0.4074 -1.0 0.6 0.9
H 0.6945 1.1358 1.0796 0.2 -0.8 -0.2
H -1.3491 0.1184 0.2317 -0.1 0.0 0.0
C 3.2670 -2.9056 0.2767 -1.5 -2.7 -2.0
O 3.5351 -2.5734 -1.0825 1.3 1.3 0.8
H 2.7453 -3.8819 0.0455 0.1 0.5 1.7
H 2.6218 -2.2694 0.8454 -0.5 0.8 -0.1
H 4.0992 -3.1175 0.8886 1.5 0.0 0.2
H 2.6472 -2.3726 -1.4086 -0.4 0.1 -0.5
C -1.6089 2.6266 2.6772 -1.4 -0.1 2.5
O -1.6468 3.2221 1.4597 -0.7 0.4 -2.5
H -2.1987 1.7272 2.7825 -0.2 -0.6 -0.5
H -2.1005 3.3151 3.3811 0.6 -0.1 0.6
H -0.6195 2.3568 2.9538 0.9 0.1 0.2
H -2.5531 3.1157 1.1399 0.3 0.0 -0.4
C -3.5687 -1.3542 2.4536 1.2 -2.6 0.9
O -4.2365 -1.7621 3.6299 -2.4 -1.4 -1.8
H -2.4804 -1.6495 2.6609 -1.2 0.8 -1.4
H -3.7500 -0.3306 2.2674 0.1 1.4 -0.4
H -4.0544 -1.9614 1.6669 0.8 0.4 0.3
H -3.8351 -1.3865 4.3499 1.5 1.4 2.7
C 3.8879 1.0525 -0.1463 0.5 0.6 0.5
O 4.1233 0.0414 0.7353 0.7 -3.4 0.6
H 4.3798 0.7319 -1.0777 -0.3 0.8 0.2
H 4.3344 1.8830 0.3869 0.3 1.3 -1.1
H 2.8406 1.2782 -0.2605 -0.6 0.1 -0.5
H 3.5836 0.0487 1.5186 -0.4 0.7 0.3
```
Positions in Å, forces in eV/Å.

Output
* E_tot: -59887.4154 eV
* ΔE to the lowest compared entry with this formula, charge and spin: 8.659 eV
* multiplicity: 1
* maximum force: 8.37 eV/A